a.
Formula: C22H25N3O
Source: the OMol25 dataset
Level of theory: ωB97M-V/def2-TZVPD

## Properties
total charge: 0
frontier orbital gap: 6.86 eV

```
51
C22H25N3O ωB97M-V/def2-TZVPD
C -7.04 -1.41 0.52
H -7.85 -1.67 -0.12
O -6.04 -0.80 -0.55
C -4.91 -0.52 -0.15
C -4.11 -0.17 -1.26
C -2.89 0.36 -0.76
C -2.06 0.83 -1.63
C -0.74 1.41 -1.60
C -0.30 1.34 -0.24
C -1.04 0.78 0.83
C -2.43 0.58 0.55
C -3.35 -0.03 1.42
C -4.48 -0.73 1.09
H -5.12 -0.84 2.03
H -2.91 -0.19 2.41
H -0.81 0.77 1.99
C 1.14 1.62 0.21
C 2.08 1.23 1.05
C 3.27 2.32 0.76
N 2.81 3.23 0.11
N 1.56 2.90 -0.50
H 1.01 3.63 -0.88
H 4.12 2.32 1.36
C 2.11 0.07 1.96
N 2.86 -0.93 0.96
C 4.35 -0.96 0.84
C 4.48 -2.24 -0.23
C 3.37 -2.86 0.04
H 3.05 -3.76 -0.63
C 2.24 -2.05 0.36
H 1.34 -2.33 0.73
C 1.77 -1.46 -1.20
C 2.99 -0.66 -1.71
H 3.07 0.14 -1.27
C 4.24 -1.56 -1.63
H 5.15 -0.63 -1.86
H 4.29 -2.31 -2.52
H 2.73 -0.49 -2.52
H 0.93 -0.71 -0.94
H 1.35 -2.14 -1.61
H 3.60 -3.66 1.14
H 5.32 -2.45 0.08
H 4.44 -0.03 0.50
H 4.83 -1.33 1.76
H 1.05 -0.26 1.94
H 2.83 0.19 2.72
H 0.03 1.65 -2.20
H -2.19 0.86 -2.78
H -4.47 0.14 -2.23
H -6.83 -2.24 0.96
H -7.31 -0.62 1.15
```



b.
Formula: C22H25N3O
Source: the OMol25 dataset
Level of theory: ωB97M-V/def2-TZVPD

## Properties
total charge: 0
frontier orbital gap: 8.19 eV
SMILES: Cc1ccc2c(C(=O)CN3CCN(c4ccccc4)CC3)c(C)[nH]c2c1

```
51
C22H25N3O ωB97M-V/def2-TZVPD
C -2.45 2.39 -3.38
C -1.43 1.39 -2.95
C -0.17 1.35 -3.53
C 0.73 0.40 -3.08
N 2.02 0.18 -3.48
C 2.57 -0.83 -2.77
C 1.63 -1.31 -1.86
C 0.43 -0.53 -2.05
C -0.85 -0.49 -1.51
C -1.75 0.46 -1.95
H -2.73 0.49 -1.51
H -1.17 -1.18 -0.74
C 1.98 -2.37 -0.92
O 3.05 -2.95 -0.98
C 0.96 -2.77 0.15
N 1.02 -1.95 1.36
C 1.33 -0.55 1.14
C 1.40 0.17 2.50
N 0.16 0.04 3.23
C -0.91 0.87 2.92
C -0.86 1.86 1.93
C -1.93 2.69 1.70
C -3.10 2.58 2.43
C -3.16 1.62 3.43
C -2.09 0.79 3.68
H -2.16 0.07 4.48
H -4.05 1.52 4.03
H -3.94 3.22 2.24
H -1.86 3.43 0.92
H 0.02 1.99 1.33
C -0.08 -1.37 3.47
C -0.19 -2.11 2.14
H -0.34 -3.18 2.32
H -1.08 -1.73 1.60
H -0.99 -1.51 4.04
H 0.76 -1.76 4.04
H 1.66 1.22 2.36
H 2.19 -0.30 3.10
H 2.31 -0.49 0.65
H 0.58 -0.05 0.51
H 1.20 -3.79 0.45
H -0.04 -2.77 -0.31
C 3.96 -1.27 -3.00
H 4.46 -0.61 -3.71
H 4.51 -1.29 -2.06
H 3.97 -2.28 -3.39
H 2.50 0.71 -4.20
H 0.10 2.04 -4.31
H -3.30 1.89 -3.85
H -2.83 2.94 -2.52
H -2.03 3.10 -4.09
```



Relative calculated energies, zero for the most stable structure, unit hartree: a 0.6450; b 0.0000.



a.
Formula: CH5PS
Source: the OMol25 dataset
Level of theory: ωB97M-V/def2-TZVPD

## Properties
total charge: 0
frontier orbital gap: 9.11 eV

```
8
CH5PS ωB97M-V/def2-TZVPD
C -0.73 0.27 1.08
P 0.70 -0.50 -1.56
S 0.27 -1.09 0.47
H -1.08 -0.12 2.01
H -1.80 0.03 0.00
H -0.47 1.28 1.02
H 1.84 -1.40 -1.44
H 0.09 -1.64 -2.10
```



b.
Formula: CH5PS
Source: the OMol25 dataset
Level of theory: ωB97M-V/def2-TZVPD

## Properties
total charge: 0
frontier orbital gap: 7.85 eV

```
8
CH5PS ωB97M-V/def2-TZVPD
C 0.75 0.65 0.48
P -2.35 -0.22 -0.01
S -0.52 1.69 -0.29
H 1.39 1.42 0.97
H 1.52 -0.03 0.02
H 0.18 0.01 1.20
H -2.03 -0.34 1.36
H -3.53 0.45 0.52
```



c.
Formula: CH5PS
Source: the OMol25 dataset
Level of theory: ωB97M-V/def2-TZVPD

## Properties
total charge: 0
frontier orbital gap: 9.76 eV
SMILES: C[PH2]=S

```
8
CH5PS ωB97M-V/def2-TZVPD
C -0.82 0.62 -0.02
P 0.70 -0.49 -0.08
S 2.50 0.23 -0.02
H -0.62 1.04 0.88
H -0.72 1.33 -0.90
H -1.69 -0.10 -0.03
H 0.13 -1.46 -0.91
H 0.51 -1.17 1.08
```



Relative calculated energies, zero for the most stable structure, unit hartree: a 0.0691; b 0.0556; c 0.0000.



a.
Formula: C5H15N3
Source: the OMol25 dataset
Level of theory: ωB97M-V/def2-TZVPD

## Properties
total charge: +2
frontier orbital gap: 10.12 eV
SMILES: C[C@@H]([NH3+])C/C(N)=C/[NH3+]

```
23
C5H15N3 ωB97M-V/def2-TZVPD
C 1.33 0.15 -2.48
C 0.89 -0.46 -1.09
C -0.11 0.62 -0.64
C -0.97 0.08 0.42
C -0.67 0.43 1.74
N -1.77 0.25 2.82
N -1.98 -0.68 -0.03
N 2.23 -0.51 -0.27
H 1.55 1.16 -2.29
H 2.10 -0.43 -2.90
H 0.64 0.19 -3.32
H 0.42 -1.43 -1.15
H -0.75 0.90 -1.50
H 0.37 1.52 -0.08
H 0.20 0.85 2.08
H -2.51 0.74 2.38
H -1.51 0.62 3.71
H -2.03 -0.71 2.97
H -2.42 -0.74 -0.95
H -2.58 -1.13 0.80
H 2.89 -1.21 -0.56
H 2.06 -0.63 0.71
H 2.63 0.41 -0.38
```



b.
Formula: C5H15N3
Source: the OMol25 dataset
Level of theory: ωB97M-V/def2-TZVPD

## Properties
total charge: +2
frontier orbital gap: 8.70 eV

```
23
C5H15N3 ωB97M-V/def2-TZVPD
C 2.53 -0.76 -0.34
C -2.93 -0.96 0.20
C 0.96 2.05 0.60
C -1.71 -0.23 -0.55
C -0.35 -0.66 0.01
N 2.69 -1.84 0.32
N 0.67 -0.05 -0.68
N 0.82 1.36 -0.74
H 3.27 -0.28 -1.04
H -3.88 -0.37 0.02
H -3.01 -2.10 0.00
H -2.71 -1.03 1.28
H 2.17 2.12 0.87
H 0.62 3.05 0.56
H 0.53 1.40 1.25
H -1.85 0.85 -0.24
H -1.79 -0.27 -1.64
H -0.17 -0.52 1.10
H -0.25 -1.70 -0.30
H 3.59 -2.34 0.36
H 1.92 -2.54 0.42
H -0.05 1.87 -1.19
H 1.72 1.66 -1.26
```



Relative calculated energies, zero for the most stable structure, unit hartree: a 0.0000; b 0.2054.